A molecular structure, C27H34BrF12N9O6S3SbSn at a distorted geometry. Source: the OMol25 dataset; level of theory: ωB97M-V with the def2-TZVPD basis set.

Properties
Relative energy (zero: lowest compared OMol25 entry of this formula, charge and spin) = 32.6 kcal/mol
F_max = 0.0211 Eh/bohr
2S+1 = 2
Energy = -201774.9132 eV
LUMO energy (spin up / spin down) = -0.4918 / -2.5620 eV
HOMO energy (spin up / spin down) = -8.381 / -8.489 eV

Positions of all 94 atoms, in Å:
Sn (0.01, 0.79, -0.35)
O (5.65, 0.72, -0.53)
C (5.22, 1.80, -1.24)
C (6.22, 2.57, -1.84)
C (5.89, 3.68, -2.58)
C (4.56, 4.05, -2.74)
C (3.57, 3.29, -2.14)
C (3.88, 2.17, -1.39)
C (2.81, 1.37, -0.70)
O (1.57, 1.55, -1.30)
N (2.72, 1.77, 0.72)
N (1.50, 1.87, 1.27)
C (1.35, 2.11, 2.51)
C (0.05, 2.43, 3.10)
Br (-1.33, 2.86, 1.86)
C (-0.21, 2.59, 4.39)
C (0.72, 2.28, 5.49)
C (0.86, 3.18, 6.55)
C (1.75, 2.91, 7.57)
C (2.49, 1.74, 7.57)
C (2.33, 0.82, 6.54)
C (1.44, 1.09, 5.50)
H (4.93, 0.17, -0.17)
H (7.25, 2.26, -1.70)
H (6.68, 4.27, -3.04)
H (4.30, 4.92, -3.33)
H (2.53, 3.56, -2.26)
H (3.09, 0.31, -0.75)
H (3.49, 1.56, 1.34)
H (2.20, 2.17, 3.18)
H (-1.17, 3.02, 4.67)
H (0.28, 4.09, 6.56)
H (1.86, 3.62, 8.39)
H (3.19, 1.53, 8.37)
H (2.88, -0.11, 6.54)
H (1.27, 0.35, 4.73)
F (3.25, -2.44, -3.78)
C (2.30, -1.60, -3.41)
F (1.35, -1.57, -4.35)
F (2.81, -0.39, -3.27)
S (1.53, -2.18, -1.84)
O (0.53, -1.15, -1.51)
O (1.03, -3.48, -2.11)
N (2.81, -2.09, -0.93)
S (2.82, -1.80, 0.61)
O (3.98, -1.05, 0.98)
O (1.55, -1.25, 1.08)
C (3.07, -3.48, 1.38)
F (2.50, -3.51, 2.57)
F (2.60, -4.44, 0.61)
F (4.38, -3.66, 1.53)
C (-4.15, -1.34, -2.48)
N (-4.74, -2.15, -3.54)
C (-4.12, -1.73, -4.81)
N (-2.67, -1.89, -4.80)
C (-2.13, -1.08, -3.70)
N (-2.68, -1.48, -2.40)
C (-2.38, -2.91, -2.18)
N (-2.93, -3.75, -3.25)
C (-4.38, -3.55, -3.30)
C (-2.36, -3.30, -4.52)
H (-4.59, -1.66, -1.52)
H (-4.40, -0.29, -2.65)
H (-4.37, -0.68, -5.00)
H (-4.54, -2.34, -5.62)
H (-2.36, -0.03, -3.88)
H (-1.05, -1.21, -3.67)
H (-2.80, -3.22, -1.22)
H (-1.30, -3.04, -2.14)
H (-4.81, -3.87, -2.35)
H (-4.79, -4.16, -4.10)
H (-2.76, -3.91, -5.33)
H (-1.28, -3.42, -4.49)
C (-4.05, -0.12, 0.98)
N (-3.25, 0.38, -0.14)
C (-3.10, 1.60, -0.59)
S (-1.84, 1.95, -1.76)
N (-3.85, 2.66, -0.25)
C (-4.96, 2.76, 0.69)
H (-3.92, -1.19, 1.00)
H (-5.10, 0.12, 0.86)
H (-3.66, 0.26, 1.93)
H (-2.69, -0.33, -0.62)
H (-3.54, 3.52, -0.67)
H (-5.86, 2.29, 0.30)
H (-5.16, 3.82, 0.83)
H (-4.70, 2.33, 1.65)
F (-1.70, -1.85, 0.48)
Sb (-0.59, -2.11, 2.05)
F (-0.53, -0.09, 1.73)
F (-2.17, -1.59, 2.96)
F (-0.87, -3.74, 2.97)
F (0.21, -3.30, 0.81)
F (0.56, -1.61, 3.45)